# 1
{
  "formula": "C22H22MgOPSSbSe4",
  "method": "ωB97M-V/def2-TZVPD",
  "species": ["Mg", "C", "C", "C", "C", "C", "C", "P", "C", "C", "C", "C", "C", "C", "C", "C", "C", "C", "C", "C", "H", "H", "H", "H", "H", "H", "H", "H", "H", "H", "H", "H", "H", "H", "Se", "Sb", "Se", "Se", "Se", "O", "S", "C", "C", "C", "C", "H", "H", "H", "H", "H", "H", "H", "H"],
  "positions_angstrom": [[-0.51, -1.32, -0.21], [2.50, 6.10, -0.68], [2.35, 5.49, 0.56], [1.90, 4.18, 0.64], [1.59, 3.47, -0.51], [1.74, 4.08, -1.75], [2.19, 5.39, -1.84], [0.93, 1.76, -0.43], [1.50, 1.06, 1.14], [0.82, 1.36, 2.32], [1.22, 0.79, 3.51], [2.28, -0.11, 3.53], [2.95, -0.42, 2.36], [2.57, 0.17, 1.16], [-0.86, 1.90, -0.22], [-1.53, 3.12, -0.22], [-2.91, 3.13, -0.07], [-3.58, 1.93, 0.08], [-2.89, 0.72, 0.07], [-1.49, 0.65, -0.08], [2.86, 7.12, -0.75], [2.60, 6.04, 1.46], [1.79, 3.71, 1.61], [1.53, 3.51, -2.64], [2.32, 5.86, -2.81], [-0.06, 2.01, 2.29], [0.66, 1.00, 4.42], [2.56, -0.60, 4.45], [3.71, -1.19, 2.34], [3.05, -0.13, 0.24], [-0.99, 4.05, -0.34], [-3.45, 4.07, -0.07], [-4.66, 1.93, 0.20], [-3.46, -0.19, 0.19], [1.73, -6.00, -0.79], [2.16, -3.60, -0.25], [1.47, 0.59, -2.11], [0.09, -3.00, 1.41], [4.15, -3.56, 1.22], [-1.55, -1.95, -1.86], [-2.36, -3.21, -2.15], [-1.22, -4.56, -2.45], [-1.90, -5.79, -1.87], [-2.37, -5.36, -0.48], [-2.96, -3.95, -0.59], [-0.30, -4.35, -1.90], [-0.99, -4.61, -3.52], [-1.17, -6.59, -1.81], [-2.75, -6.11, -2.50], [-1.50, -5.31, 0.18], [-3.10, -6.05, -0.06], [-2.61, -3.30, 0.22], [-4.05, -3.93, -0.65]],
  "mulliken_charge": [1.02, -0.39, -0.70, -0.03, 0.06, -0.37, -0.67, 0.61, 0.45, 0.02, -0.79, -0.49, -0.45, -0.61, 0.51, -0.37, -0.56, -0.70, -0.09, -0.59, 0.35, 0.39, 0.34, 0.30, 0.38, 0.41, 0.36, 0.39, 0.28, 0.41, 0.31, 0.36, 0.34, 0.32, -0.83, 0.22, -0.32, -0.86, -0.85, -0.53, 0.06, 0.30, -0.65, -0.49, -0.23, -0.55, 0.40, 0.28, 0.29, 0.09, 0.37, 0.07, 0.41],
  "charge": -2
}

# 2
{
  "formula": "C5H16N3",
  "method": "ωB97M-V/def2-TZVPD",
  "species": ["C", "C", "C", "C", "C", "N", "N", "N", "H", "H", "H", "H", "H", "H", "H", "H", "H", "H", "H", "H", "H", "H", "H", "H"],
  "positions_angstrom": [[-1.83, 0.52, -0.85], [-0.60, -1.65, -0.64], [-1.00, -0.23, 1.40], [0.95, 1.56, 0.44], [-0.71, -0.23, -0.10], [2.57, -0.74, 0.41], [0.95, 0.33, -1.56], [0.52, 0.51, -0.44], [-1.67, 0.46, -1.92], [-2.78, 0.05, -0.62], [-1.89, 1.56, -0.55], [-1.54, -2.18, -0.50], [0.18, -2.20, -0.11], [-0.36, -1.64, -1.70], [-1.25, 0.75, 1.77], [-1.86, -0.87, 1.58], [-0.17, -0.64, 1.96], [1.88, 2.00, 0.07], [0.18, 2.33, 0.48], [1.11, 1.18, 1.45], [2.44, -1.34, 1.22], [3.42, -0.23, 0.59], [2.76, -1.37, -0.37], [1.75, 0.91, -1.84]],
  "mulliken_charge": [-1.48, -1.57, -1.79, -0.79, 1.27, -0.73, -0.85, 1.11, 0.44, 0.43, 0.36, 0.46, 0.36, 0.42, 0.44, 0.44, 0.40, 0.39, 0.31, 0.35, 0.25, 0.24, 0.26, 0.29],
  "charge": 1
}

Calculated frontier orbital gap in order - 4.1, 9.6 eV
Calculated energy in order - -318715.0607, -9907.0905 eV
Calculated energy above the lowest of the compared OMol25 structures with the same formula, charge and spin in order - 0.0, 253.3 kJ/mol